# 1
The following is a quantum chemistry calculation of a cluster of 16 separate species, C20H22BrCl45NO3 in total at a distorted geometry, from the Open Molecules 2025 dataset.

- charge = -1
- highest occupied orbital energy (eV) = -3.742
- multiplicity = 1
- LUMO (Ha) = 0.042
- orbital gap (eV) = 4.9

Structure (XYZ):
```
92
Properties=species:S:1:pos:R:3:forces:R:3
C -3.1617 4.1634 -4.8038 -0.588 -0.118 -0.501
C -3.1933 3.3132 -3.6040 1.159 -0.242 -0.466
O -4.2132 3.1052 -2.9874 -0.170 0.390 1.103
O -2.0159 2.8022 -3.3045 0.048 -0.022 -0.243
C -1.5777 3.1746 -1.9087 -0.010 0.920 0.704
N -1.6443 4.5441 -1.7205 -0.459 -0.322 0.146
C -0.4384 5.1644 -1.3189 0.017 -0.364 -0.354
C -0.0237 6.0505 -2.4627 0.027 -0.097 0.330
O -0.5104 7.0541 -2.8059 -0.218 0.880 -0.444
Br 1.4669 5.2842 -3.5976 0.211 -0.228 -0.253
H -4.1738 4.3667 -5.0995 -0.492 0.282 -0.248
H -2.6527 3.6679 -5.6123 0.431 -0.135 -0.278
H -2.6564 5.0758 -4.5452 0.404 0.442 0.141
H -2.2530 2.6473 -1.2407 -0.405 -0.541 -0.041
H -0.5890 2.7463 -1.8484 0.421 -0.208 -0.006
H 0.3774 4.4794 -1.0992 0.294 -0.215 0.161
H -0.5804 5.8295 -0.4716 -0.014 0.346 0.375
C 1.7697 0.5656 -2.9360 -0.023 0.028 -0.026
Cl 0.3317 0.3151 -1.9541 0.007 -0.249 -0.001
Cl 1.3521 0.8736 -4.6240 -0.022 0.045 0.063
Cl 2.7594 1.8641 -2.2720 0.032 -0.002 -0.019
H 2.3540 -0.3422 -2.8995 -0.100 0.130 -0.042
C 4.2347 -2.3282 -0.5141 -0.100 0.118 -0.046
Cl 2.7459 -2.5206 0.4053 0.046 0.015 0.119
Cl 3.8634 -2.1037 -2.2249 0.196 -0.235 -0.067
Cl 5.2017 -0.9790 0.0805 -0.034 -0.013 0.112
H 4.8172 -3.2325 -0.4128 0.033 -0.047 0.020
C 4.6799 -2.4353 3.8657 0.064 -0.012 -0.026
Cl 5.3073 -3.8762 3.0551 -0.015 -0.019 -0.022
Cl 3.5392 -2.8828 5.1335 0.222 -0.085 0.044
Cl 5.9922 -1.4778 4.5359 -0.045 0.054 0.061
H 4.1575 -1.8379 3.1289 -0.033 0.006 -0.034
C 4.0772 -6.6092 6.0005 -0.024 -0.003 0.018
Cl 5.6949 -7.2007 5.6282 0.027 0.017 -0.002
Cl 2.8772 -7.3827 4.9586 -0.016 -0.036 -0.025
Cl 3.6742 -6.8741 7.6942 0.077 -0.032 0.029
H 4.0559 -5.5442 5.8069 -0.025 0.032 -0.025
C -5.9927 1.2955 -3.7613 -0.451 -0.440 -0.006
Cl -5.3839 0.6537 -5.2821 -0.002 -0.081 -0.101
Cl -7.6684 1.8313 -3.9228 -0.082 -0.057 -0.041
Cl -5.8459 0.0979 -2.4688 -0.017 -0.005 -0.026
H -5.3907 2.1549 -3.5004 -0.185 -0.134 0.023
C -11.6175 2.2019 -3.0994 0.081 0.068 0.045
Cl -10.4981 3.3958 -3.7352 -0.125 0.108 -0.011
Cl -11.1597 1.7233 -1.4621 -0.017 -0.078 -0.017
Cl -13.2782 2.7967 -3.1351 -0.050 0.006 -0.007
H -11.5634 1.3224 -3.7243 0.002 -0.058 -0.022
C 3.3933 0.4993 -8.5552 -0.012 -0.026 -0.009
Cl 4.4907 1.8632 -8.7604 0.026 0.028 0.014
Cl 3.7854 -0.4179 -7.1012 0.006 0.013 -0.004
Cl 1.7154 1.0336 -8.5487 -0.026 -0.009 0.064
H 3.5256 -0.1609 -9.3993 0.011 -0.024 -0.064
C -3.4109 0.1413 -8.5878 -0.065 0.014 0.203
Cl -1.9967 0.2739 -7.5488 0.073 0.039 -0.015
Cl -4.5115 -1.0914 -7.9643 0.020 -0.125 -0.155
Cl -4.2450 1.6854 -8.7241 0.004 0.114 -0.052
H -3.0900 -0.1527 -9.5760 0.031 -0.057 -0.039
C 1.9421 -2.9365 8.9229 0.088 -0.043 0.033
Cl 1.9211 -3.9028 10.3990 -0.013 -0.006 0.012
Cl 3.4757 -2.0933 8.7435 0.008 0.014 -0.012
Cl 1.6089 -3.9509 7.5159 -0.163 0.037 -0.042
H 1.1576 -2.1971 8.9890 -0.050 0.043 -0.008
C 0.3488 -0.2342 5.8049 -0.018 -0.002 -0.082
Cl -0.0808 -0.0700 7.5160 0.003 -0.024 0.045
Cl -0.6469 0.8143 4.8091 0.002 0.005 0.000
Cl 2.0627 0.0867 5.5622 -0.027 0.194 0.048
H 0.1579 -1.2587 5.5149 -0.006 -0.056 0.015
C 9.8751 -1.5376 2.6565 -0.035 0.013 0.049
Cl 11.0075 -0.1967 2.8328 0.016 0.011 -0.009
Cl 9.6548 -2.3794 4.1882 -0.023 0.007 0.080
Cl 8.3296 -0.9847 2.0201 0.064 0.017 -0.122
H 10.2960 -2.2382 1.9499 0.038 -0.037 -0.034
C -10.8202 2.7431 2.0751 0.084 0.024 0.059
Cl -9.3482 2.9075 3.0270 -0.021 0.002 -0.021
Cl -11.9408 1.6084 2.8334 -0.048 -0.035 0.017
Cl -11.5872 4.3061 1.8153 -0.032 0.039 -0.010
H -10.5525 2.3429 1.1088 0.056 0.005 -0.044
C 0.4637 -5.6783 2.6653 -0.061 0.079 -0.055
Cl -1.0514 -5.8572 3.5502 -0.005 -0.014 0.017
Cl 0.1668 -5.4017 0.9504 0.006 0.003 -0.001
Cl 1.4424 -4.3860 3.3569 -0.109 -0.070 -0.033
H 1.0197 -6.5989 2.7658 0.039 -0.056 0.007
C -5.1097 4.6688 -0.5101 0.177 -0.037 -0.093
Cl -4.3468 6.2367 -0.3488 -0.078 0.190 0.102
Cl -4.6543 3.5993 0.8216 -0.013 -0.025 0.026
Cl -6.8787 4.8192 -0.5964 0.015 -0.018 -0.024
H -4.7564 4.2196 -1.4324 -0.041 -0.015 0.096
C 12.0195 -5.5010 5.1699 -0.070 0.110 0.024
Cl 10.5354 -5.6456 6.1100 -0.020 -0.008 0.015
Cl 11.6573 -5.3198 3.4550 0.043 -0.076 -0.104
Cl 13.0032 -4.1583 5.7490 0.019 0.012 0.006
H 12.5868 -6.4110 5.2966 0.030 -0.055 0.006
```
Forces are in eV/Å.

Atomic partial charges in e from the Löwdin method, atoms 1 to 8: atom 1 (C): 0.04, atom 2 (C): -0.57, atom 3 (O): -0.01, atom 4 (O): -0.01, atom 5 (C): -0.29, atom 6 (N): -0.06, atom 7 (C): -0.35, atom 8 (C): -0.75

# 2
The following is a quantum chemistry calculation of a structure of composition C20H22BrClKN5O6Te, from the Open Molecules 2025 dataset.

- charge = -2
- highest occupied orbital energy (eV) = -0.856
- multiplicity = 1
- LUMO (Ha) = 0.149
- orbital gap (eV) = 4.9

Structure (XYZ):
```
57
Properties=species:S:1:pos:R:3:forces:R:3
K 0.6496 0.2013 0.4014 0.113 0.377 0.134
Br 1.4032 3.2822 -0.7692 0.011 0.007 0.020
C -0.2957 4.1003 -0.4614 -0.035 -0.049 -0.039
C -0.2716 5.4367 -0.1817 -0.042 0.006 0.000
C -1.4876 6.1210 0.0278 0.033 0.016 0.003
C -2.6679 5.4461 -0.0648 -0.014 0.002 -0.001
C -2.6966 4.0591 -0.3586 -0.037 0.011 -0.005
C -3.9320 3.3776 -0.4622 -0.006 0.015 0.009
C -3.9390 2.0419 -0.7434 -0.013 0.000 -0.011
C -2.7226 1.3418 -0.9140 0.006 -0.013 -0.010
C -1.4600 1.9060 -0.8222 0.041 -0.018 0.000
C -1.4888 3.3193 -0.5540 0.062 0.016 -0.027
H 0.6715 5.9621 -0.1203 0.005 -0.006 -0.003
H -1.4710 7.1799 0.2595 0.002 -0.001 -0.001
H -3.6108 5.9624 0.0892 -0.002 -0.003 -0.002
H -4.8540 3.9298 -0.3084 0.004 0.006 0.000
H -4.8865 1.5142 -0.8194 0.011 -0.016 -0.004
H -2.8201 0.2752 -1.1231 -0.013 0.002 0.012
N -2.2186 -2.2093 0.3021 -0.054 -0.017 -0.084
N -1.5238 -3.4164 0.4278 0.020 -0.027 -0.157
C -0.2207 -3.5879 0.1310 0.122 -0.065 0.129
N 0.2171 -4.8765 0.1867 -0.056 -0.021 0.103
N 0.4615 -2.5105 -0.1982 -0.055 0.068 -0.250
N 1.7833 -2.6251 -0.5439 0.226 -0.298 -0.110
O 2.3719 -1.5718 -0.6635 -0.055 -0.434 -0.189
O 2.3149 -3.7287 -0.7595 -0.092 0.472 0.110
H -2.0709 -1.6501 1.1456 -0.016 -0.004 0.019
H -1.8757 -1.7035 -0.5075 0.038 -0.002 0.017
H -2.1020 -4.2355 0.3521 0.010 0.006 0.082
H -0.2114 -5.4306 0.9098 -0.014 0.002 0.019
H 1.2174 -4.9687 0.0703 0.001 0.027 -0.026
O 0.1280 0.2687 2.9669 -0.087 -0.108 0.198
Cl -0.6190 -0.8654 3.4631 -0.217 -0.005 0.011
O -0.8040 -0.7520 4.8821 0.040 -0.050 0.004
O 0.0709 -2.0900 3.1319 -0.029 0.047 -0.010
O -1.9280 -0.8795 2.8113 0.094 0.039 0.125
C 8.9139 0.6568 -1.7063 0.004 -0.003 0.006
C 7.7770 0.3431 -0.7680 -0.018 0.013 0.016
C 7.3446 -0.9570 -0.5586 0.007 0.016 -0.017
C 6.2944 -1.2583 0.3074 -0.042 -0.050 0.036
C 5.8783 -2.6945 0.4565 -0.022 0.006 0.008
C 5.6358 -0.2370 1.0172 -0.002 0.055 -0.017
Te 4.0617 -0.6619 2.3871 0.042 0.011 -0.073
C 6.0611 1.0899 0.7888 0.013 -0.016 0.014
C 5.4031 2.2508 1.4801 0.007 -0.002 0.017
C 7.1126 1.3532 -0.0832 -0.003 -0.003 -0.044
H 9.2849 -0.2513 -2.1855 -0.002 -0.001 0.000
H 9.7532 1.1215 -1.1804 0.004 0.001 -0.003
H 8.6053 1.3478 -2.4956 -0.003 0.000 -0.001
H 7.8333 -1.7698 -1.0915 -0.003 -0.004 0.001
H 6.4838 -3.3420 -0.1837 0.007 -0.010 0.010
H 4.8248 -2.8155 0.1968 0.006 -0.010 -0.015
H 5.9652 -3.0182 1.4961 0.016 -0.002 -0.001
H 4.3168 2.1807 1.4112 0.000 0.018 -0.022
H 5.7380 3.1974 1.0487 0.010 0.009 0.016
H 5.6294 2.2428 2.5495 -0.022 -0.009 0.003
H 7.4148 2.3867 -0.2390 0.002 0.003 0.002
```
Forces are in eV/Å.

Atomic partial charges in e from the Löwdin method, atoms 1 to 8: atom 1 (K): 0.56, atom 2 (Br): 0.73, atom 3 (C): -0.60, atom 4 (C): -0.17, atom 5 (C): -0.12, atom 6 (C): -0.07, atom 7 (C): -0.19, atom 8 (C): -0.09

# 3
The following is a quantum chemistry calculation of a structure of composition C20H22BrN4O2SW, from the Open Molecules 2025 dataset.

- charge = +3
- highest occupied orbital energy (spin up / spin down) (eV) = -17.776 / -18.659
- multiplicity = 3
- LUMO (spin up / spin down) (Ha) = -0.408 / -0.465
- orbital gap (spin up / spin down) (eV) = 6.7 / 6.0
- <S²> = 2.0197

Structure (XYZ):
```
51
Properties=species:S:1:pos:R:3:forces:R:3
W -0.5699 -0.1348 0.0310 0.947 -0.035 -0.096
O 3.4879 -0.1525 1.2399 0.122 -0.010 0.055
C 2.2932 -0.1736 1.2006 -0.074 -0.016 -0.192
N 1.5897 -0.1414 -0.0372 -0.562 0.089 0.239
C 2.2498 -0.2268 -1.2889 0.038 -0.101 0.014
C 1.2308 -0.2914 -2.3999 0.024 -0.009 0.022
C 1.6096 -0.3121 -3.7231 -0.018 -0.006 0.007
C 0.6303 -0.3982 -4.7071 0.046 0.004 -0.026
C -0.7040 -0.4699 -4.3372 -0.057 -0.001 0.027
C -1.0255 -0.4516 -2.9970 0.063 -0.011 -0.044
N -0.0762 -0.3573 -2.0385 -0.118 0.080 -0.075
C 1.3661 -0.2306 2.3717 -0.019 -0.011 -0.082
C 1.8546 -0.2273 3.6552 -0.029 -0.003 -0.001
C 0.9442 -0.2851 4.7127 0.053 0.003 0.024
C -0.4088 -0.3543 4.4368 -0.052 -0.004 -0.039
C -0.8363 -0.3650 3.1150 0.130 -0.029 0.086
N 0.0362 -0.3003 2.0970 -0.195 0.114 0.076
H 2.9121 -1.1085 -1.2872 0.004 0.026 -0.024
H 2.9529 0.6148 -1.3997 -0.016 0.017 -0.019
H 2.6584 -0.2634 -3.9858 0.001 0.002 -0.006
H 0.9120 -0.4120 -5.7522 -0.001 -0.004 0.000
H -1.4919 -0.5417 -5.0737 0.002 -0.001 -0.003
H -2.0496 -0.5143 -2.6543 -0.003 0.006 -0.008
H 2.9238 -0.1774 3.8163 -0.001 0.002 0.013
H 1.2988 -0.2779 5.7353 -0.005 -0.003 0.003
H -1.1443 -0.4041 5.2279 0.009 0.000 0.008
H -1.8843 -0.4339 2.8560 -0.003 0.012 0.001
C -0.4470 5.6282 -0.0627 0.022 -0.044 0.007
C -0.8603 4.1920 -0.0162 -0.067 0.125 -0.002
C -2.2299 3.8315 0.0549 0.005 -0.020 -0.004
C -2.6426 2.5155 0.0970 0.087 0.009 -0.006
C -1.6096 1.5841 0.0589 -0.265 0.125 0.021
Br -2.8906 -1.0645 0.1598 -0.147 -0.056 -0.009
N -0.3379 1.9208 -0.0066 0.123 -0.154 -0.004
C 0.0988 3.1838 -0.0453 -0.066 0.002 0.014
H -1.2999 6.2950 0.0282 -0.007 -0.005 0.004
H 0.0594 5.8444 -1.0058 0.007 0.006 0.003
H 0.2559 5.8493 0.7423 0.009 0.011 -0.012
H -2.9684 4.6239 0.0773 0.007 0.006 0.000
H -3.6821 2.2250 0.1528 0.001 -0.012 0.001
H 1.1603 3.3861 -0.0955 0.014 -0.040 0.000
C 0.6575 -4.4491 1.0030 0.013 0.000 -0.020
S -0.7515 -3.4287 0.6391 -0.027 -0.032 0.045
C -1.3926 -4.2823 -0.7841 0.022 0.028 -0.007
O -0.0551 -2.1412 0.0435 -0.021 0.001 0.007
H 1.2769 -4.5613 0.1152 0.013 -0.017 0.011
H 0.2703 -5.4147 1.3329 0.012 -0.008 -0.002
H 1.2063 -3.9868 1.8210 0.006 -0.006 0.004
H -1.7339 -5.2584 -0.4343 -0.009 -0.005 -0.009
H -0.6056 -4.3903 -1.5289 -0.008 -0.011 -0.003
H -2.2378 -3.7118 -1.1606 -0.008 -0.017 -0.002
```
Forces are in eV/Å.

Atomic partial charges in e from the Löwdin method, atoms 1 to 8: atom 1 (W): 1.45, atom 2 (O): 0.24, atom 3 (C): -0.36, atom 4 (N): 0.03, atom 5 (C): -0.08, atom 6 (C): -0.22, atom 7 (C): 0.04, atom 8 (C): 0.03

Energy across the listed records, respectively: -24338.3788, -5402.4124, -4183.1837 hartree.